Entry 1:
Entry from the OMol25 dataset: a cluster of 2 separate species, C5H14N2O2 in total (ωB97M-V/def2-TZVPD).

Output
HOMO level, eV: -8.5
Energy above the lowest of the compared OMol25 structures with the same formula, charge and spin, kcal per mole: 62.2
SMILES string: COC(N)(N)O.C=CC
E_tot, Ha: -458.838466

```
23
C5H14N2O2 ωB97M-V/def2-TZVPD
C 0.47 0.80 1.62
C 0.47 0.12 2.96
C 1.63 1.02 0.90
N -0.72 -0.91 0.54
H -0.39 1.42 1.41
H -0.50 -1.86 0.81
H -1.71 -0.73 0.70
H 1.36 -0.49 3.10
H 2.57 0.70 1.33
H -0.40 -0.52 3.07
H 0.43 0.88 3.74
H 1.68 1.89 0.27
H 1.32 -0.05 -0.29
C -0.70 1.00 -2.48
C -0.41 -0.78 -0.90
N -0.96 -1.89 -1.65
O -1.05 0.46 -1.22
O 0.93 -0.75 -1.06
H -0.33 -2.15 -2.39
H -1.87 -1.66 -2.04
H 0.39 1.02 -2.61
H -1.07 2.03 -2.49
H -1.15 0.44 -3.31
```

=====

Entry 2:
Entry from the OMol25 dataset: a structure of composition C6H15B2CdF8NO4S (ωB97M-V/def2-TZVPD).

Output
HOMO level, eV: -2.2
E_tot, Ha: -2008.467427
Net charge: -2

```
38
C6H15B2CdF8NO4S ωB97M-V/def2-TZVPD
Cd -1.14 0.42 0.60
S -1.82 -0.53 3.09
O -1.08 0.66 2.66
O -2.08 -1.13 1.76
O -1.02 -1.41 3.95
O -3.08 -0.17 3.78
B 0.38 3.49 0.08
F -0.46 2.35 0.33
F 1.34 3.61 1.07
F 0.96 3.34 -1.18
F -0.46 4.64 0.08
B -3.28 1.15 -0.99
F -3.30 1.25 0.41
F -3.34 2.40 -1.61
F -1.98 0.60 -1.23
F -4.25 0.31 -1.53
C 2.10 0.43 1.49
C 1.42 -0.83 1.03
N 0.57 -0.74 -0.19
C 1.25 -0.02 -1.28
C 2.39 -0.83 -1.94
C 0.15 -2.09 -0.52
C -0.79 -2.19 -1.72
H 1.43 1.16 1.95
H 2.73 0.94 0.77
H 2.81 0.18 2.29
H 2.18 -1.62 0.89
H 0.88 -1.30 1.86
H 0.46 0.28 -1.97
H 1.72 0.94 -1.10
H 3.16 -1.16 -1.25
H 1.99 -1.68 -2.51
H 2.82 -0.23 -2.75
H -0.38 -2.49 0.34
H 0.95 -2.83 -0.64
H -1.82 -1.91 -1.45
H -0.98 -3.24 -1.97
H -0.45 -1.70 -2.62
```

=====

Entry 3:
Entry from the OMol25 dataset: the ion C3H4N with charge +1 (ωB97M-V/def2-TZVPD).

Output
HOMO level, eV: -16.5
Energy above the lowest of the compared OMol25 structures with the same formula, charge and spin, kcal per mole: 15.1
SMILES string: C#[N+]C=C
E_tot, Ha: -171.080043
Net charge: +1

```
8
C3H4N ωB97M-V/def2-TZVPD
C -2.19 -0.30 0.11
C 1.04 -0.29 0.31
C 0.33 0.57 -0.35
N -1.28 0.36 -0.08
H -3.16 -0.72 0.32
H 2.03 -0.53 0.26
H 0.46 -0.84 0.98
H 0.44 1.47 -0.87
```

=====

Entry 4:
Entry from the OMol25 dataset: a structure of composition C33H44CoFN6 (ωB97M-V/def2-TZVPD).

Output
⟨S²⟩: 0.793
HOMO level (spin up / spin down), eV: -8.7 / -8.7
E_tot, Ha: -3094.691808
Net charge: +1
2S+1: 2

```
85
C33H44CoFN6 ωB97M-V/def2-TZVPD
Co -0.29 0.31 0.10
C -4.13 1.96 -0.07
C -2.91 1.10 -0.16
N -1.70 1.55 -0.05
C -1.45 2.97 0.05
C -0.09 3.23 -0.57
N 0.91 2.23 -0.15
C 1.71 2.64 1.02
C 1.08 2.20 2.33
N 0.77 0.77 2.25
C 1.96 -0.09 2.27
C 2.24 -0.67 0.88
N 0.99 -1.23 0.35
C 0.76 -2.47 0.54
C 1.75 -3.39 1.23
C -1.61 -2.40 -0.66
C -2.90 -3.12 -0.79
C -4.05 -2.45 -0.89
C -4.09 -1.02 -0.75
C -3.00 -0.33 -0.40
N -1.71 -0.94 -0.36
H -4.02 2.72 0.70
H -5.01 1.36 0.17
H -4.32 2.47 -1.02
H -1.48 3.29 1.10
H -2.20 3.56 -0.49
H 0.25 4.24 -0.33
H -0.19 3.17 -1.65
H 1.53 2.08 -0.93
H 1.84 3.73 1.04
H 2.70 2.20 0.93
H 0.15 2.74 2.51
H 1.77 2.43 3.15
H 0.16 0.52 3.02
H 1.80 -0.91 2.97
H 2.84 0.46 2.62
H 3.05 -1.40 0.95
H 2.56 0.12 0.20
H 2.64 -3.53 0.60
H 1.32 -4.37 1.40
H 2.09 -2.98 2.18
H -2.87 -4.20 -0.78
H -4.97 -3.00 -1.04
H -5.04 -0.51 -0.84
C -0.88 -2.11 2.99
C -1.67 -3.32 2.47
C -3.15 -2.91 2.36
C -1.12 -4.00 1.21
C -1.26 -5.35 1.14
C -0.80 -6.13 0.06
C -0.13 -5.51 -1.00
C 0.07 -4.16 -1.07
C 0.84 -3.58 -2.25
C 2.33 -3.97 -2.24
C 0.22 -4.02 -3.59
C -0.49 -3.23 0.02
N -1.19 -1.49 -1.69
C -1.78 -1.20 -2.96
C -2.58 -2.07 -3.71
C -3.01 -1.74 -4.99
C -2.66 -0.52 -5.55
C -1.83 0.35 -4.85
C -1.39 -0.02 -3.60
F -0.52 0.80 -2.99
H -1.36 -1.76 3.91
H -0.89 -1.30 2.27
H 0.15 -2.38 3.23
H -1.62 -4.09 3.24
H -3.27 -2.01 1.76
H -3.54 -2.70 3.36
H -3.75 -3.71 1.92
H -1.73 -5.86 1.98
H -0.94 -7.20 0.07
H 0.27 -6.13 -1.80
H 0.79 -2.49 -2.19
H 2.45 -5.04 -2.06
H 2.88 -3.43 -1.47
H 2.78 -3.73 -3.20
H 0.49 -5.05 -3.82
H 0.57 -3.38 -4.40
H -0.87 -3.96 -3.56
H -2.86 -3.02 -3.30
H -3.62 -2.44 -5.54
H -3.00 -0.26 -6.54
H -1.51 1.29 -5.27
```